This record from OMol25 describes 2 unconnected molecules or ions with the total composition C3H4F3N. The level of theory is the ωB97M-V functional and the def2-TZVPD basis.

```
! wB97M-V def2-TZVPD RIJCOSX def2/J DEFGRID3
* xyz 0 1
C -1.10 -0.35 1.23
C -0.92 -0.28 -0.12
C -0.56 0.79 -0.99
N 2.07 -0.26 -0.64
F -1.22 -1.43 -0.73
F 2.84 0.83 -0.44
F 1.82 -0.75 0.65
H -1.11 -1.30 1.73
H -0.94 0.37 1.99
H -0.43 1.79 -0.66
H -0.46 0.61 -2.02
*
```

The value obtained for the relative energy (zero: lowest compared OMol25 entry of this formula, charge and spin) is 6.4858 eV. The strongest force on any atom is 0.045 hartree/bohr. The LUMO energy (alpha / beta) comes out at -0.935 / -0.784 eV. The orbital gap (alpha / beta) is 7.53 / 9.32 eV. The value obtained for the molar mass is 111.07 Da.